This record from the OMol25 dataset describes a 2-piece molecular cluster, C7H17FP overall at a distorted geometry. The level of theory is wB97M-V/def2-TZVPD.

Last column: Löwdin charge in e.
Cartesian coordinates (Å):
C (-1.188, -1.595, 1.908)  -0.160
C (-2.454, -1.810, 0.893)  -0.274
C (-2.515, -0.792, -0.387)  -0.248
C (-1.286, 0.287, -0.490)  -0.275
C (-0.033, -0.468, -1.215)  -0.290
C (1.389, 0.330, -1.222)  -0.474
P (1.409, 2.027, -0.362)  0.747
C (3.256, 2.605, -0.163)  -0.437
H (-1.409, -0.716, 2.680)  0.084
H (-0.147, -1.455, 1.392)  0.074
H (-1.099, -2.579, 2.570)  0.072
H (-2.491, -2.925, 0.518)  0.096
H (-3.437, -1.631, 1.539)  0.098
H (-2.595, -1.484, -1.357)  0.107
H (-3.557, -0.218, -0.345)  0.098
H (-1.661, 1.147, -1.228)  0.110
H (-1.050, 0.817, 0.525)  0.077
H (-0.347, -0.615, -2.357)  0.101
H (0.110, -1.564, -0.789)  0.099
H (2.183, -0.381, -0.684)  0.056
H (1.807, 0.446, -2.334)  0.079
H (0.980, 1.861, 1.033)  -0.092
H (3.812, 2.701, -1.201)  0.027
H (3.885, 1.875, 0.522)  0.028
H (3.284, 3.670, 0.351)  0.003
F (3.153, 0.466, 0.205)  -0.706

For the calculated total energy, the calculation gives -717.954828 a.u. The LUMO energy is 3.49 eV. The molar mass comes out at 151.18 g mol⁻¹. Its net charge is -1. For the highest occupied orbital energy, the calculation gives -3.03 eV. The energy above the lowest of the compared OMol25 structures with the same formula, charge and spin comes out at 52.7 kcal/mol. The orbital gap comes out at 0.2396 Eh.

***

This record from the OMol25 dataset describes C7H17HgO4PS as an isolated structure at a distorted geometry. The level of theory is wB97M-V/def2-TZVPD.

Last column: Löwdin charge in e.
Cartesian coordinates (Å):
C (4.395, -0.956, -0.462)  -0.225
C (3.631, -0.113, 0.577)  -0.275
P (1.996, 0.300, -0.027)  1.017
C (1.080, 1.610, 0.734)  -0.291
C (0.150, 2.386, -0.227)  -0.084
O (1.197, -0.922, -0.372)  -0.444
S (-0.175, -1.983, 0.633)  1.091
O (-0.122, -3.251, 0.012)  -0.242
O (-1.299, -1.093, 0.082)  -0.348
C (-2.711, -1.650, 0.194)  -0.079
C (-3.659, -0.494, 0.362)  -0.406
C (-3.575, 0.561, -0.743)  -0.014
O (-3.386, 0.026, 1.653)  -0.016
H (3.637, -1.067, -1.235)  -0.174
H (4.748, -1.936, -0.148)  0.105
H (5.250, -0.374, -0.799)  0.068
H (4.110, 0.853, 0.765)  0.109
H (3.477, -0.649, 1.526)  0.138
H (0.523, 1.147, 1.564)  0.126
H (1.839, 2.280, 1.158)  0.114
H (-0.196, 3.287, 0.277)  0.101
H (0.669, 2.690, -1.137)  0.088
H (-0.702, 1.769, -0.516)  0.061
H (-2.754, -2.283, 1.083)  0.135
H (-2.903, -2.247, -0.695)  0.148
H (-4.653, -0.962, 0.353)  0.165
H (-3.093, 0.184, -1.648)  0.092
H (-4.568, 0.921, -1.012)  0.097
H (-3.001, 1.424, -0.394)  0.073
H (-3.744, 0.913, 1.731)  0.106
Hg (3.838, -0.368, -3.291)  0.765

For the calculated total energy, the calculation gives -1470.097257 a.u. The LUMO energy is -10.90 eV. The molar mass comes out at 428.84 g mol⁻¹. Its net charge is +2. For the highest occupied orbital energy, the calculation gives -15.94 eV. The orbital gap comes out at 0.1852 Eh.

***

This record from the OMol25 dataset describes C7H17MgO6P as an isolated structure at a distorted geometry. The level of theory is wB97M-V/def2-TZVPD.

Last column: Löwdin charge in e.
Cartesian coordinates (Å):
C (-2.224, 0.596, 2.297)  -0.074
O (-0.991, -0.090, 2.352)  -0.168
C (-0.982, -1.320, 1.659)  -0.123
C (-0.763, -1.084, 0.166)  -0.225
C (0.551, -1.659, -0.420)  -0.158
O (1.646, -1.649, 0.445)  -0.087
C (2.141, -0.316, 0.694)  -0.160
C (2.717, 0.337, -0.593)  -0.162
P (2.012, 1.906, -1.117)  0.466
O (2.832, 2.595, -2.097)  -0.201
O (0.487, 1.531, -1.701)  -0.247
O (1.508, 2.746, 0.120)  -0.073
O (-1.781, -1.704, -0.694)  -0.067
C (-2.438, -0.824, -1.450)  -0.084
H (-2.456, 0.956, 1.282)  0.073
H (-2.144, 1.468, 2.941)  0.105
H (-3.043, -0.029, 2.664)  0.107
H (-1.922, -1.858, 1.816)  0.149
H (-0.167, -1.906, 2.076)  0.148
H (-0.853, -0.022, -0.056)  0.102
H (0.343, -2.682, -0.734)  0.159
H (0.789, -1.095, -1.335)  0.083
H (2.934, -0.401, 1.431)  0.144
H (1.359, 0.293, 1.160)  0.112
H (3.781, 0.553, -0.484)  0.122
H (2.636, -0.346, -1.435)  0.100
H (-0.174, 1.739, -1.010)  0.099
H (2.229, 3.171, 0.615)  0.138
H (-2.939, 0.004, -0.935)  0.124
H (-1.567, -0.165, -2.093)  0.017
H (-3.097, -1.302, -2.174)  0.131
Mg (-0.412, 0.567, -3.352)  1.447

For the calculated total energy, the calculation gives -1269.150832 a.u. The LUMO energy is -11.35 eV. The molar mass comes out at 252.49 g mol⁻¹. Its net charge is +2. For the highest occupied orbital energy, the calculation gives -16.13 eV. The orbital gap comes out at 0.1756 Eh.

***

This record from the OMol25 dataset describes an isolated ion of composition C7H17N and charge -1 at a distorted geometry. The level of theory is wB97M-V/def2-TZVPD.

Last column: Löwdin charge in e.
Cartesian coordinates (Å):
C (-0.977, -0.315, 0.622)  -0.238
C (-1.252, 0.249, -0.785)  -0.244
C (-0.842, -0.745, -1.888)  -0.286
C (-2.144, -1.385, -2.484)  -0.151
C (0.509, -0.493, 0.994)  -0.278
N (1.085, 0.881, 1.131)  -0.262
C (1.444, 0.995, 2.584)  -0.284
C (2.242, 1.219, 0.307)  -0.295
H (-1.345, 0.499, 1.262)  0.095
H (-1.550, -1.231, 0.812)  0.094
H (-0.679, 1.179, -0.961)  0.101
H (-2.311, 0.478, -0.732)  0.090
H (-0.239, -1.534, -1.449)  0.076
H (-0.381, -0.253, -2.729)  0.073
H (-2.732, -1.771, -1.623)  0.068
H (-2.711, -0.596, -2.962)  0.054
H (-1.957, -2.206, -3.155)  0.041
H (0.959, -1.017, 0.146)  0.071
H (0.717, -1.080, 1.883)  0.067
H (0.543, 1.102, 3.169)  0.036
H (2.017, 1.933, 2.626)  0.037
H (2.009, 0.129, 2.963)  0.032
H (3.211, 1.061, 0.808)  0.027
H (2.190, 2.293, 0.057)  0.038
H (2.196, 0.608, -0.598)  0.038

For the calculated total energy, the calculation gives -331.563427 a.u. The LUMO energy (alpha / beta) is 3.70 / 3.60 eV. As for the spin multiplicity: 2. The molar mass comes out at 115.22 g mol⁻¹. Its net charge is -1. For the highest occupied orbital energy (alpha / beta), the calculation gives 1.50 / -4.92 eV. The energy above the lowest of the compared OMol25 structures with the same formula, charge and spin comes out at 25.4 kcal/mol. The orbital gap (alpha / beta) comes out at 0.0809 / 0.3133 Eh. The expectation value of S² is 0.75.

***

This record from the OMol25 dataset describes a 3-piece molecular cluster, C7H17N2O8S2 overall. The level of theory is wB97M-V/def2-TZVPD.

Last column: Löwdin charge in e.
Cartesian coordinates (Å):
C (0.908, 0.047, 2.871)  -0.036
C (1.782, -0.853, 2.064)  -0.426
N (1.890, -2.077, 2.340)  0.182
C (2.440, -0.202, 0.874)  -0.070
N (1.368, 0.450, 0.012)  0.209
H (0.946, 1.080, 2.535)  0.081
H (-0.114, -0.307, 2.772)  0.070
H (1.173, -0.003, 3.920)  0.106
H (2.493, -2.579, 1.689)  0.068
H (2.954, -0.936, 0.265)  0.128
H (3.147, 0.568, 1.161)  0.137
H (1.645, 1.376, -0.304)  0.171
H (0.493, 0.533, 0.537)  0.145
H (1.183, -0.126, -0.822)  0.099
C (2.674, -0.513, -5.582)  -0.129
C (2.519, 0.927, -5.137)  -0.137
O (1.166, 0.985, -4.634)  -0.176
S (0.755, -0.412, -4.006)  0.610
O (0.887, -0.351, -2.580)  -0.266
O (-0.469, -0.837, -4.556)  -0.174
O (1.972, -1.257, -4.560)  -0.175
H (2.200, -0.703, -6.544)  0.142
H (3.707, -0.845, -5.600)  0.141
H (2.614, 1.642, -5.948)  0.143
H (3.210, 1.180, -4.332)  0.133
C (-4.983, 0.391, 2.538)  -0.140
C (-4.380, -0.713, 3.385)  -0.140
O (-2.961, -0.472, 3.287)  -0.196
S (-2.687, 1.095, 3.211)  0.578
O (-2.361, 1.602, 4.491)  -0.197
O (-1.818, 1.322, 2.105)  -0.258
O (-4.165, 1.539, 2.838)  -0.178
H (-4.911, 0.174, 1.472)  0.136
H (-6.009, 0.621, 2.806)  0.140
H (-4.588, -1.707, 3.002)  0.139
H (-4.681, -0.640, 4.430)  0.139

For the calculated total energy, the calculation gives -1784.444356 a.u. The LUMO energy is -2.95 eV. The molar mass comes out at 321.35 g mol⁻¹. Its net charge is +1. For the highest occupied orbital energy, the calculation gives -13.51 eV. The energy above the lowest of the compared OMol25 structures with the same formula, charge and spin comes out at 2.0 kcal/mol. The orbital gap comes out at 0.3881 Eh.

***

This record from the OMol25 dataset describes a 2-piece molecular cluster, C7H17N3O overall at a distorted geometry. The level of theory is wB97M-V/def2-TZVPD.

Last column: Löwdin charge in e.
Cartesian coordinates (Å):
C (1.960, 1.614, 1.943)  -0.136
C (-1.430, 0.888, -1.676)  -0.033
C (0.202, -1.061, -2.134)  -0.054
C (-1.712, -1.336, -0.575)  -0.045
C (0.577, 1.971, 1.460)  -0.276
C (-0.400, 0.896, 1.033)  -0.236
C (-0.703, -0.340, -1.082)  -0.689
N (1.511, -2.457, 0.154)  0.139
N (0.143, 0.239, -0.138)  0.101
N (0.840, -1.666, 0.818)  -0.238
O (0.203, -1.667, 1.886)  -0.033
H (2.271, 1.359, 3.062)  0.108
H (2.098, 0.588, 1.428)  0.071
H (2.583, 2.412, 1.475)  0.074
H (-2.246, 1.291, -0.945)  0.106
H (-0.602, 1.690, -1.757)  0.113
H (-1.947, 0.692, -2.632)  0.086
H (0.647, -2.022, -1.914)  0.042
H (1.000, -0.387, -2.395)  0.069
H (-0.360, -1.226, -3.085)  0.087
H (-2.380, -1.840, -1.204)  0.065
H (-1.248, -2.191, -0.032)  0.075
H (-2.238, -0.707, 0.231)  0.107
H (0.792, 2.390, 0.448)  0.103
H (0.183, 2.809, 2.101)  0.122
H (-0.188, 0.063, 1.764)  0.111
H (-1.357, 1.217, 0.997)  0.076
H (1.800, -3.218, 0.768)  0.083

For the calculated total energy, the calculation gives -516.166651 a.u. The LUMO energy (alpha / beta) is -0.90 / -0.20 eV. The molar mass comes out at 159.23 g mol⁻¹. For the highest occupied orbital energy (alpha / beta), the calculation gives -9.02 / -9.21 eV. The energy above the lowest of the compared OMol25 structures with the same formula, charge and spin comes out at 150.1 kcal/mol. The orbital gap (alpha / beta) comes out at 0.2985 / 0.3310 Eh.